(1)
{
  "formula": "C41H104N14O28",
  "method": "the ωB97M-V functional and the def2-TZVPD basis",
  "homo_lumo_gap_ev": 7.48,
  "charge": 0,
  "lumo_energy_ev": -0.363,
  "symbols": ["C", "C", "N", "C", "C", "C", "C", "C", "O", "C", "H", "H", "H", "H", "H", "H", "H", "H", "H", "H", "H", "H", "H", "H", "H", "H", "H", "H", "H", "H", "C", "C", "N", "C", "C", "C", "C", "C", "O", "C", "H", "H", "H", "H", "H", "H", "H", "H", "H", "H", "H", "H", "H", "H", "H", "H", "H", "H", "H", "H", "C", "C", "N", "C", "C", "C", "C", "C", "O", "C", "H", "H", "H", "H", "H", "H", "H", "H", "H", "H", "H", "H", "H", "H", "H", "H", "H", "H", "H", "H", "C", "C", "N", "C", "C", "C", "C", "C", "O", "C", "H", "H", "H", "H", "H", "H", "H", "H", "H", "H", "H", "H", "H", "H", "H", "H", "H", "H", "H", "H", "C", "C", "O", "N", "H", "H", "C", "H", "H", "H", "H", "H", "H", "C", "C", "O", "N", "H", "H", "C", "H", "H", "H", "H", "H", "H", "C", "C", "O", "N", "H", "H", "C", "H", "H", "H", "H", "H", "H", "N", "O", "O", "O", "N", "O", "O", "O", "N", "O", "O", "O", "N", "O", "O", "O", "N", "O", "O", "O", "N", "O", "O", "O", "N", "O", "O", "O"],
  "positions_angstrom": [[1.015, 3.170, 7.346], [-0.358, 2.744, 7.081], [-0.617, 2.471, 5.566], [-0.682, 3.817, 4.930], [0.399, 1.479, 5.024], [0.192, 1.042, 3.585], [-1.994, 1.952, 5.303], [-2.338, 0.592, 5.791], [-2.357, 0.590, 7.243], [-2.928, -0.517, 7.826], [1.650, 2.314, 7.144], [1.113, 3.399, 8.395], [1.353, 4.063, 6.842], [-1.130, 3.487, 7.346], [-0.684, 1.883, 7.680], [0.250, 4.409, 5.083], [-1.493, 4.413, 5.343], [-0.809, 3.686, 3.842], [0.354, 0.570, 5.665], [1.355, 1.959, 5.229], [-0.071, 1.848, 2.878], [-0.691, 0.416, 3.476], [1.068, 0.502, 3.253], [-2.127, 1.942, 4.241], [-2.720, 2.671, 5.698], [-1.638, -0.144, 5.419], [-3.370, 0.418, 5.418], [-3.987, -0.696, 7.514], [-2.882, -0.389, 8.916], [-2.341, -1.440, 7.620], [-3.939, -7.711, 3.785], [-4.018, -6.728, 2.713], [-2.699, -6.038, 2.318], [-1.820, -6.975, 1.585], [-3.121, -4.844, 1.466], [-3.841, -5.146, 0.148], [-1.913, -5.535, 3.587], [-2.481, -4.285, 4.347], [-3.716, -4.664, 4.991], [-4.581, -3.516, 5.107], [-3.836, -7.247, 4.760], [-3.212, -8.510, 3.635], [-4.972, -8.211, 3.907], [-4.749, -5.940, 3.030], [-4.427, -7.125, 1.780], [-0.936, -6.399, 1.271], [-2.313, -7.321, 0.708], [-1.621, -7.768, 2.300], [-2.184, -4.324, 1.337], [-3.773, -4.202, 2.050], [-3.919, -4.176, -0.255], [-4.913, -5.413, 0.248], [-3.291, -5.763, -0.551], [-0.913, -5.266, 3.210], [-1.812, -6.419, 4.286], [-2.600, -3.478, 3.630], [-1.731, -4.015, 5.028], [-4.577, -3.041, 6.126], [-5.596, -3.845, 4.990], [-4.293, -2.765, 4.407], [1.434, 4.017, 1.057], [0.314, 4.994, 0.939], [-0.050, 5.591, -0.514], [1.080, 6.529, -0.901], [-0.262, 4.430, -1.467], [-1.512, 3.584, -1.105], [-1.341, 6.341, -0.382], [-1.350, 7.749, 0.307], [-1.098, 7.674, 1.728], [-2.213, 7.874, 2.589], [1.446, 3.883, 2.159], [2.483, 4.368, 0.784], [1.256, 3.078, 0.576], [0.365, 5.895, 1.550], [-0.633, 4.462, 1.193], [1.916, 5.931, -1.070], [1.202, 7.236, -0.074], [0.734, 7.171, -1.746], [0.682, 3.833, -1.589], [-0.435, 4.921, -2.454], [-2.419, 4.140, -1.256], [-1.609, 3.097, -0.135], [-1.630, 2.701, -1.744], [-2.045, 5.709, 0.082], [-1.586, 6.634, -1.420], [-2.353, 8.189, 0.110], [-0.660, 8.474, -0.080], [-2.008, 7.356, 3.505], [-3.107, 7.380, 2.153], [-2.407, 8.911, 2.883], [5.160, 4.437, -4.948], [3.583, 4.284, -4.921], [3.151, 2.969, -5.596], [3.531, 3.041, -7.082], [3.861, 1.742, -4.927], [3.641, 1.616, -3.434], [1.664, 2.775, -5.352], [0.708, 3.671, -6.107], [0.601, 3.222, -7.434], [-0.745, 3.133, -7.889], [5.399, 5.419, -4.507], [5.440, 4.562, -5.973], [5.724, 3.676, -4.422], [3.080, 5.067, -5.420], [3.360, 4.254, -3.860], [3.105, 2.183, -7.646], [4.605, 3.004, -7.172], [3.240, 3.972, -7.611], [4.921, 1.705, -5.181], [3.395, 0.947, -5.465], [2.604, 1.396, -3.211], [3.853, 2.520, -2.880], [4.204, 0.710, -3.096], [1.355, 2.902, -4.286], [1.365, 1.719, -5.544], [1.064, 4.740, -6.146], [-0.248, 3.590, -5.541], [-1.147, 4.170, -7.965], [-1.407, 2.601, -7.179], [-0.697, 2.619, -8.859], [2.567, -3.843, -5.627], [1.530, -4.074, -4.571], [1.627, -4.611, -3.555], [0.120, -3.496, -4.986], [-0.532, -4.233, -4.564], [-0.113, -2.603, -4.471], [-0.070, -3.310, -6.437], [3.403, -4.511, -5.396], [2.837, -2.739, -5.619], [2.154, -3.984, -6.608], [-1.134, -3.365, -6.701], [0.397, -4.082, -7.063], [0.278, -2.278, -6.576], [-1.842, -0.860, -0.799], [-0.430, -0.805, -0.388], [0.168, 0.030, 0.218], [0.371, -1.972, -0.939], [0.247, -2.698, -0.208], [-0.165, -2.303, -1.754], [1.781, -1.635, -1.071], [-1.961, -1.506, -1.690], [-2.300, 0.083, -0.974], [-2.379, -1.349, 0.031], [2.153, -1.173, -0.161], [1.918, -0.986, -1.966], [2.249, -2.572, -1.256], [2.426, -7.309, -0.107], [3.395, -6.602, 0.797], [3.685, -6.914, 1.912], [3.953, -5.418, 0.324], [4.139, -5.213, -0.750], [2.636, -4.120, 0.906], [4.836, -4.700, 1.186], [1.889, -6.588, -0.761], [1.704, -7.910, 0.455], [2.924, -7.975, -0.765], [5.668, -4.292, 0.631], [5.240, -5.339, 2.000], [4.320, -3.950, 1.782], [-0.834, -4.550, -2.015], [-0.175, -4.874, -0.971], [-1.332, -3.412, -2.176], [-0.988, -5.418, -2.899], [3.865, 5.760, -1.901], [3.159, 4.713, -1.683], [3.492, 6.585, -2.775], [4.876, 5.943, -1.216], [-2.926, 4.226, 2.210], [-3.281, 4.845, 1.226], [-2.118, 3.283, 2.246], [-3.475, 4.562, 3.293], [-0.293, -0.085, -4.394], [-0.180, 1.021, -3.765], [-0.011, -0.161, -5.590], [-0.736, -1.103, -3.738], [-5.083, -2.029, 1.432], [-6.330, -2.092, 1.563], [-4.390, -1.819, 2.463], [-4.534, -2.238, 0.350], [1.418, -3.457, 2.217], [1.783, -3.689, 1.040], [2.233, -3.730, 3.094], [0.251, -3.005, 2.334], [4.433, -2.196, -3.366], [3.977, -1.409, -4.252], [3.793, -3.314, -3.172], [5.416, -1.931, -2.699]],
  "mulliken_charge": [-1.29, -0.19, 0.98, -0.47, -0.85, -0.50, -0.41, -1.05, -0.31, -0.75, 0.36, 0.45, 0.31, 0.36, 0.31, 0.19, 0.39, -0.30, 0.36, 0.58, -0.33, 0.05, 0.66, 0.28, 0.55, 0.15, 0.55, 0.26, 0.29, 0.30, -1.38, -0.28, 0.58, -1.03, 0.23, -1.64, -0.65, -0.41, -0.39, -0.24, 0.33, 0.33, 0.39, 0.26, 0.57, 0.30, 0.34, 0.43, 0.19, -0.10, 0.48, 0.36, 0.39, 0.21, 0.47, 0.08, 0.64, 0.13, 0.29, 0.07, -1.19, -0.05, 1.07, -0.60, -0.19, -1.08, 0.03, -1.22, -0.30, -0.68, 0.41, 0.19, 0.16, 0.71, -0.32, -0.20, 0.42, 0.38, 0.08, 0.39, 0.40, 0.05, 0.29, -0.09, 0.43, 0.48, 0.43, 0.17, 0.38, 0.24, -1.45, 0.00, 1.09, -1.03, -1.10, -0.53, 0.33, -0.91, -0.28, -0.74, 0.48, 0.45, 0.26, 0.53, -0.29, 0.24, 0.47, 0.30, 0.35, 0.85, -0.16, 0.34, 0.29, -0.22, -0.04, 0.32, 0.49, 0.31, 0.27, 0.25, -1.29, 0.77, -0.37, 0.61, 0.44, -0.14, -1.01, 0.33, 0.08, 0.56, 0.31, 0.36, 0.43, -0.56, 0.67, -0.60, 2.70, -0.32, -1.09, -0.80, 0.09, 0.44, 0.03, 0.35, 0.03, 0.21, -0.84, 0.84, -0.61, -0.37, 0.20, 0.00, -0.76, 0.01, 0.27, 0.41, 0.38, 0.30, 0.21, 0.61, -0.34, -0.58, -0.80, 0.94, -0.54, -0.58, -0.76, 0.87, -0.66, -0.30, -0.70, 1.10, -0.49, -0.69, -0.81, 0.85, -0.73, -0.53, -0.57, 0.82, 0.03, -0.62, -0.37, 0.92, -0.56, -0.60, -0.68]
}

---

(2)
{
  "formula": "C18H21N6PtSSe",
  "method": "the ωB97M-V functional and the def2-TZVPD basis",
  "homo_lumo_gap_ev": 6.63,
  "charge": 1,
  "lumo_energy_ev": -3.847,
  "symbols": ["Pt", "C", "C", "N", "C", "S", "N", "N", "C", "C", "C", "C", "C", "C", "C", "N", "H", "H", "H", "H", "H", "H", "H", "H", "H", "H", "H", "H", "H", "C", "N", "C", "Se", "N", "C", "C", "C", "C", "C", "C", "H", "H", "H", "H", "H", "H", "H", "H"],
  "positions_angstrom": [[-1.465, -0.322, 0.064], [3.303, 4.216, -1.079], [2.034, 3.797, -0.354], [1.961, 2.358, -0.209], [0.805, 1.683, -0.260], [0.827, -0.015, 0.234], [-0.303, 2.246, -0.638], [-1.399, 1.517, -0.585], [-2.609, 2.085, -0.874], [-2.634, 3.481, -1.384], [-3.720, 1.284, -0.598], [-5.067, 1.723, -0.703], [-6.093, 0.916, -0.301], [-5.797, -0.378, 0.175], [-4.481, -0.784, 0.215], [-3.460, -0.006, -0.141], [3.292, 5.287, -1.259], [3.384, 3.704, -2.035], [4.177, 3.986, -0.474], [1.150, 4.098, -0.915], [1.999, 4.268, 0.636], [2.774, 1.873, 0.141], [-1.783, 3.640, -2.045], [-2.542, 4.182, -0.550], [-3.552, 3.692, -1.920], [-5.252, 2.718, -1.072], [-7.116, 1.257, -0.343], [-6.584, -1.042, 0.490], [-4.229, -1.790, 0.543], [0.750, -3.186, -1.356], [1.062, -3.154, 0.047], [0.203, -2.910, 1.047], [-1.626, -2.569, 0.919], [0.868, -2.902, 2.213], [2.212, -3.077, 1.974], [3.321, -3.058, 2.806], [4.555, -3.227, 2.208], [4.677, -3.417, 0.831], [3.578, -3.430, -0.010], [2.335, -3.247, 0.582], [-0.326, -3.065, -1.502], [1.060, -4.141, -1.781], [1.266, -2.369, -1.867], [0.429, -2.733, 3.107], [3.231, -2.881, 3.866], [5.446, -3.204, 2.817], [5.662, -3.548, 0.416], [3.681, -3.560, -1.074]],
  "mulliken_charge": [0.42, -1.20, -0.21, -0.15, 0.57, -0.38, -0.68, 0.15, 0.65, -1.45, 0.50, -0.84, -0.36, -0.83, 0.29, -0.13, 0.37, 0.34, 0.32, 0.25, 0.23, 0.23, 0.38, 0.28, 0.48, 0.27, 0.45, 0.40, 0.33, -1.01, 0.47, -0.77, -0.24, 0.21, 0.55, -0.92, -0.49, -0.69, -0.62, 0.82, 0.33, 0.37, 0.36, 0.27, 0.41, 0.41, 0.40, 0.46]
}

---

(3)
{
  "formula": "C4H8N2O2",
  "method": "the ωB97M-V functional and the def2-TZVPD basis",
  "homo_lumo_gap_ev": [6.87, 6.86],
  "smiles": "C/N=C\\C(O)=C(\\N)O",
  "charge": 0,
  "e_above_lowest_ev": 5.411,
  "lumo_energy_ev": [0.130, 0.129],
  "symbols": ["C", "C", "C", "N", "C", "O", "O", "N", "H", "H", "H", "H", "H", "H", "H", "H"],
  "positions_angstrom": [[-0.946, -0.900, 1.877], [0.240, -0.209, -0.927], [0.382, 1.097, -0.427], [1.211, -0.794, -1.703], [-0.234, 1.263, 0.839], [-0.974, -0.780, -1.172], [1.391, 1.975, -0.804], [-0.150, 0.263, 1.656], [-1.612, -0.442, -0.532], [1.679, 1.783, -1.703], [0.902, -1.568, -2.272], [1.970, -0.226, -2.047], [-0.375, 2.268, 1.232], [-0.889, -1.678, 1.102], [-1.997, -0.666, 2.090], [-0.598, -1.389, 2.790]],
  "mulliken_charge": [-0.83, 0.40, 0.39, -0.49, -0.45, -0.50, -0.52, -0.34, 0.37, 0.27, 0.23, 0.19, 0.42, 0.29, 0.29, 0.29]
}